Record 1
The following is a DFT calculation (ωB97M-V with the def2-TZVPD basis set) of C24H22BBr2F8LuN3PSSb as an isolated structure at a distorted geometry.

Its relative energy (zero: lowest compared OMol25 entry of this formula, charge and spin) is 0.0884 eV. As for the expectation value of S²: 0.7566. The calculation puts the highest occupied orbital energy (spin up / spin down) at -8.128 / -8.792 eV. The spin multiplicity is 2. As for the LUMO energy (spin up / spin down): -0.04 / -0.13 eV. For the largest force on an atom, the calculation gives 2.30 eV/A.

Last column: Mulliken charge in e.
Cartesian coordinates (Å):
Lu 2.07139 -0.05258 0.79470  1.677
Sb 3.26387 -1.52073 3.74853  2.567
Br 4.87071 0.16790 0.51815  -0.073
Br 2.13957 2.62742 0.96062  -0.519
S 4.04490 2.43709 -2.73988  -0.332
P -0.41270 0.65132 -0.69665  0.698
F 2.17921 -1.59056 -0.60233  -0.208
F 3.01221 -1.59167 -2.78254  -0.299
F 4.91084 -0.68132 3.56192  -0.525
F 4.14412 -3.13591 4.01415  -0.535
F 3.00995 -1.97451 1.86568  -0.698
F 3.02452 -0.77464 5.43221  -0.539
F 2.53174 0.17118 2.98616  -0.738
F 1.63047 -2.39305 3.99606  -0.604
N 0.22557 -1.02482 1.87216  1.588
N -1.10770 -2.42631 2.86242  0.245
N 2.38361 0.48111 -1.72227  -0.949
C -2.47240 3.29382 -3.09417  -0.791
C 3.10827 1.31865 -2.17521  0.524
C -2.10325 1.80157 1.11797  -0.935
C -1.88878 0.62767 0.38922  0.525
C -1.87534 -1.09749 -2.38649  -0.551
C -0.61435 -0.71800 -1.92278  0.795
C 0.53757 -1.29852 -2.48688  0.497
C -1.17128 -1.26186 3.59908  -1.281
C -3.13918 1.88599 2.03570  -0.653
C 0.37055 -2.26325 -3.48367  -0.546
C -0.34380 -0.40032 2.97602  -0.524
C -0.88576 -2.65418 -3.91872  -0.770
C 0.12256 2.99113 -2.17896  -0.181
C -3.76078 -0.37719 1.53603  -0.841
C 4.92973 2.02912 1.29793  -0.766
C -0.18837 4.02549 -3.05412  -0.793
C -0.25263 -2.25824 1.84003  0.020
C 0.09721 -3.33904 0.88096  -1.473
C -1.48389 4.17223 -3.52256  -0.537
C -0.85290 2.08667 -1.77188  0.800
C -2.71574 -0.46557 0.62290  -0.220
C -2.01407 -2.06595 -3.36877  -0.902
C -3.97717 0.79601 2.24133  -0.649
C -2.16238 2.26534 -2.21889  -0.260
B 2.03677 -0.98528 -2.04124  0.636
H -3.00261 -2.34611 -3.71385  0.434
H -4.79252 0.86242 2.95177  0.392
H 1.05180 -3.79003 1.15737  0.233
H -0.12260 0.62346 3.22860  0.539
H -2.76498 -0.62164 -1.99699  0.269
H -3.49284 3.41455 -3.43759  0.420
H 1.12311 2.91951 -1.78459  0.073
H 5.22729 2.83459 0.64331  0.432
H 4.91557 2.11419 2.37507  0.416
H -1.78602 -1.15458 4.47521  0.435
H 1.25539 -2.71011 -3.92209  0.517
H -2.95140 1.60376 -1.88409  0.176
H -1.73048 4.97715 -4.20433  0.386
H 0.18752 -2.94587 -0.12822  0.057
H -0.98374 -3.40490 -4.69433  0.394
H -4.40415 -1.23446 1.69936  0.432
H -2.55037 -1.39580 0.09462  0.466
H -1.57443 -3.28878 3.08099  0.215
H -3.29549 2.80528 2.58657  0.453
H 0.58725 4.71936 -3.35579  0.437
H -0.66874 -4.11493 0.88579  0.523
H -1.45040 2.65422 0.96132  0.422

---

Record 2
The following is a DFT calculation (ωB97M-V with the def2-TZVPD basis set) of C24H22Br2NO7PS3V as an isolated structure at a distorted geometry.

Its relative energy (zero: lowest compared OMol25 entry of this formula, charge and spin) is 0.3799 eV. As for the expectation value of S²: 2.0136. The calculation puts the highest occupied orbital energy (spin up / spin down) at -5.233 / -5.540 eV. The spin multiplicity is 3. As for the LUMO energy (spin up / spin down): 2.04 / 1.99 eV. Its charge is -1. For the largest force on an atom, the calculation gives 2.71 eV/A.

Last column: Mulliken charge in e.
Cartesian coordinates (Å):
Br 4.67228 4.39529 -1.49616  -0.250
Br -0.82647 4.33389 -2.54258  -0.219
V -0.79866 0.48386 0.82307  0.530
S -0.00124 -0.99674 -2.15375  1.602
S -0.86054 -0.18925 3.62562  1.101
S -1.29550 1.65991 2.86373  -0.407
P -3.21539 0.40970 0.10178  1.369
O -0.60278 -0.63445 -0.79790  -0.566
O -0.03528 0.07875 -3.13611  -0.750
O -0.58462 -2.25766 -2.58209  -0.715
O -0.78627 2.19402 -0.18947  -0.189
O -0.55397 -0.89597 2.23689  -0.621
O 0.36151 -0.10495 4.36316  -0.652
O -2.06225 -0.72477 4.22063  -0.665
N 1.24246 1.13387 0.96519  0.404
C -5.07282 -3.24817 0.15230  -0.584
C -3.36128 0.55617 -1.66066  -1.560
C 1.89861 3.97828 -1.92880  -0.573
C 3.85736 1.98856 0.59540  -0.763
C -5.16770 -3.47139 1.55305  -0.442
C 3.50171 1.07353 1.55089  -0.954
C 4.33846 -1.72315 -0.96522  1.137
C 5.73857 -1.96056 -0.47793  -1.700
C 3.33002 -2.57706 -0.58275  -0.891
C -4.12078 -1.11266 0.60046  0.660
C -4.20454 -1.31189 1.96538  -0.304
C 0.58773 3.55471 -1.58325  0.010
C 1.51903 2.13492 0.06256  -0.033
C 0.38148 2.66800 -0.55633  0.268
C 2.04579 -2.31446 -0.98711  -0.380
C 2.71674 -0.37940 -2.22179  -0.104
C 2.96345 3.59560 -1.20078  -0.083
C -4.00286 1.91766 0.67020  -1.202
C 1.70056 -1.23176 -1.74307  -0.441
C -4.57626 -2.04284 -0.32697  -0.475
C 2.18259 0.65490 1.72343  -0.017
C 4.03055 -0.59404 -1.82291  -0.774
C -4.74292 -2.47912 2.46218  -0.927
C 2.80768 2.54084 -0.20812  1.001
H 3.42583 -3.32442 0.13663  0.433
H 4.83129 0.10457 -2.10582  0.341
H 1.16684 -2.83383 -0.57187  0.329
H 2.37696 0.49291 -2.79161  0.519
H -4.15169 1.90901 1.76782  0.318
H 6.42805 -1.10669 -0.47981  0.347
H -3.35217 2.81047 0.36050  0.244
H -5.34752 -4.06090 -0.54408  0.328
H -4.37808 -1.87554 -1.36607  0.324
H -4.38250 0.54516 -2.00033  0.577
H -4.97757 2.13418 0.20468  0.423
H 1.95251 -0.12687 2.45152  0.428
H -5.55081 -4.40470 1.87763  0.415
H 2.05654 4.77881 -2.65200  0.388
H -4.81844 -2.71507 3.48646  0.463
H 4.87517 2.31733 0.46317  0.368
H -2.87561 1.54508 -1.84030  0.241
H 4.25799 0.53959 2.16144  0.357
H -2.76099 -0.20998 -2.11704  0.298
H -3.79826 -0.62329 2.68365  0.233
H 5.77996 -2.27220 0.53558  0.401
H 6.23805 -2.72574 -1.03235  0.384

---

Record 3
The following is a DFT calculation (ωB97M-V with the def2-TZVPD basis set) of C24H22F4N7Ti as an isolated structure.

Its relative energy (zero: lowest compared OMol25 entry of this formula, charge and spin) is 0.0000 eV. As for the expectation value of S²: 0.7581. The calculation puts the highest occupied orbital energy (spin up / spin down) at -13.831 / -13.871 eV. The spin multiplicity is 2. As for the LUMO energy (spin up / spin down): -6.91 / -6.82 eV. Its charge is +2. For the largest force on an atom, the calculation gives 0.51 eV/A.

Last column: Mulliken charge in e.
Cartesian coordinates (Å):
Ti 0.05295 -0.37820 0.03586  0.592
F -2.57415 1.99209 3.45108  -0.272
F -4.36883 -2.28639 0.59840  -0.312
F -0.86727 0.61039 1.78330  -0.157
F -6.00499 -0.98456 2.22972  -0.271
N 0.54746 1.74636 -0.09885  0.825
N 0.79825 -2.52562 -0.06999  0.878
N -1.52250 -1.43735 0.45930  0.332
N -1.11529 0.50737 -1.62869  0.454
N 1.53011 2.30095 0.68586  -1.401
N 4.82574 0.09625 0.40991  -0.002
N 2.50627 0.25018 0.11523  0.200
C 4.90276 1.19568 1.27673  0.304
C -2.72806 1.83849 -3.46599  -0.272
C 4.92831 3.37123 2.96910  -0.806
C -2.19650 0.24349 1.94814  0.718
C 1.27036 -2.69534 -1.46187  -1.193
C -4.34571 0.52376 2.89819  -0.460
C -3.03333 0.94201 2.78200  -0.183
C 3.66740 -0.32989 -0.06698  -0.762
C 3.74935 3.00917 2.35463  -0.461
C 3.72748 1.90577 1.49734  0.528
C -1.86557 2.55063 -2.64124  -1.014
C -1.65047 -2.80457 -0.04664  -0.740
C -1.95711 -0.16148 -2.41772  0.094
C -4.74756 -0.57348 2.15970  0.074
C -3.88554 -1.26801 1.31879  0.296
C 6.10022 2.64976 2.72805  -0.425
C -2.55421 -0.87398 1.20775  -0.111
C 6.09840 1.55964 1.88079  -0.924
C 2.53435 1.49534 0.77064  0.540
C -0.12053 2.51430 -0.86126  -0.438
C -0.32315 -3.47174 0.21695  -1.200
C -2.77211 0.46018 -3.35159  -1.079
C -1.08178 1.85565 -1.74417  0.745
C 1.87608 -2.88443 0.88385  -1.379
H -1.79966 3.62903 -2.68780  0.456
H 2.83692 3.56506 2.51813  0.504
H -1.88721 -2.81265 -1.11527  0.310
H 2.79295 -2.35911 0.66220  0.499
H 7.02217 2.94604 3.20922  0.429
H -5.04296 1.04349 3.54000  0.532
H 5.66935 -0.40830 0.17832  0.284
H -3.35494 2.35249 -4.18181  0.469
H 1.95914 -1.89226 -1.73156  0.253
H 2.07400 -3.95797 0.83127  0.391
H 7.00583 0.99975 1.69277  0.405
H 3.71834 -1.22973 -0.66652  0.624
H -1.98419 -1.23463 -2.30024  0.319
H 1.56723 -2.63818 1.89915  0.411
H 4.94980 4.22157 3.63592  0.435
H -3.42885 -0.13514 -3.96920  0.443
H -0.19432 -4.38747 -0.36570  0.320
H 1.78258 -3.65226 -1.59110  0.410
H -0.26316 -3.73436 1.27159  0.471
H 0.06445 3.58421 -0.89108  0.427
H 0.42231 -2.66511 -2.14698  0.379
H -2.44472 -3.35843 0.44647  0.514

---

Record 4
The following is a DFT calculation (ωB97M-V with the def2-TZVPD basis set) of C24H22F6HgN5O3S3 as an isolated structure at a distorted geometry.

Its relative energy (zero: lowest compared OMol25 entry of this formula, charge and spin) is 0.0000 eV. As for the expectation value of S²: 0.7699. The calculation puts the highest occupied orbital energy (spin up / spin down) at 0.006 / -1.924 eV. The spin multiplicity is 2. As for the LUMO energy (spin up / spin down): 4.01 / 4.00 eV. Its charge is -2. For the largest force on an atom, the calculation gives 1.23 eV/A.

Last column: Mulliken charge in e.
Cartesian coordinates (Å):
Hg -0.26821 -0.34637 -0.50964  1.357
S -1.92888 0.25280 1.88631  0.021
S 0.44843 -2.40390 1.03389  -0.414
S 0.98089 1.60235 -1.14866  -0.315
F -1.74563 4.66137 2.06230  -0.269
F 1.58363 4.71228 3.44693  -0.346
F -2.26473 3.19690 3.56604  -0.254
F 2.25386 3.23471 2.02552  -0.179
F 0.95114 4.84747 1.38444  -0.271
F -0.97130 4.85018 4.07092  -0.318
O 0.35668 -1.10886 -2.78120  -0.563
O 1.84228 -1.96814 -4.20603  -0.774
O -0.38037 2.33005 1.57555  -0.926
N -2.38495 -2.01936 3.22194  -0.481
N -2.64172 -2.11297 0.94941  -0.090
N 1.28135 -1.45750 3.32285  0.098
N -2.22517 -1.78987 -0.36512  -0.175
N -1.81497 -2.82513 -2.95019  -0.308
C 4.52431 1.05594 -3.99039  -0.527
C 4.33635 2.15637 -3.15922  -0.416
C -3.25201 -1.94754 -1.24259  0.325
C -2.36013 -1.34936 1.99111  -0.247
C -2.96741 -2.14798 -2.62695  0.471
C -2.33469 -2.58559 -5.28619  -0.681
C 0.34005 2.21093 3.90894  -1.504
C 3.38271 -0.03449 2.36528  -0.127
C -3.84273 -1.68768 -3.65553  -0.946
C 2.25093 1.19438 -2.31409  0.704
C 3.23095 2.21017 -2.33680  -1.009
C -0.05268 3.02817 2.65455  1.324
C -4.68491 -2.01963 -0.76610  -1.261
C 1.47391 -1.45919 1.97778  0.050
C 2.57680 -0.69678 1.49963  -0.498
C 3.56804 0.05652 -3.99323  -0.433
C 1.45857 -1.10538 -3.39859  0.345
C 1.17242 3.96509 2.36511  0.286
C -1.52028 -2.98454 -4.22878  -0.092
C 2.42206 0.09153 -3.18898  0.054
C -3.51770 -1.90756 -4.96971  -0.269
C -1.25083 3.94501 3.07977  0.580
C 3.15622 -0.11957 3.75914  -0.710
C 2.08666 -0.82370 4.20084  -0.250
H 5.40274 0.98188 -4.62239  0.338
H 5.05900 2.96602 -3.14743  0.336
H 0.39712 -1.85651 3.62329  0.263
H -2.02525 -2.75271 -6.31141  0.355
H -0.59399 -3.51729 -4.43485  0.353
H -4.73033 -1.12215 -3.40259  0.222
H -0.45981 1.49893 4.10509  0.370
H -2.94953 -2.85598 3.26600  0.173
H -4.17131 -1.54611 -5.75746  0.367
H 3.80555 0.37331 4.46650  0.346
H 0.50346 2.84645 4.78455  0.440
H -4.84967 -1.34929 0.08176  0.263
H -2.52807 -1.37935 3.98727  0.292
H 1.25220 1.67135 3.67493  0.032
H 4.18958 0.57826 1.98397  0.371
H 2.74140 -0.65488 0.43212  0.428
H 3.66608 -0.80607 -4.63946  0.401
H 1.83115 -0.93232 5.24500  0.372
H -4.94137 -3.03718 -0.43996  0.214
H -5.37409 -1.75132 -1.56683  0.422
H 3.08978 3.05813 -1.67369  0.413
H -2.58360 -3.11431 1.11527  0.269

---

| no. | calculated total energy (a.u.) |
| --- | --- |
| 1 | -9279.62325 |
| 2 | -9137.41062 |
| 3 | -2559.51665 |
| 4 | -3374.47938 |